[1]
DFT (ωB97M-V with the def2-TZVPD basis set) results for a molecular structure, C14H25SiSn.

As for the net charge: +3. The HOMO energy (alpha / beta) is -18.29 / -19.03 eV. The orbital gap (alpha / beta) is 0.1928 / 0.2500 Eh. Its multiplicity is 1.

Atoms and positions in Å:
Sn: -1.10 -0.81 1.70
C: 0.46 2.10 -5.09
C: 1.09 1.32 -3.90
C: 2.45 0.74 -4.26
C: 0.12 0.36 -3.31
C: -1.22 0.80 -3.01
C: -2.16 -0.08 -2.57
C: -1.84 -1.45 -2.40
C: -2.91 -2.44 -2.09
C: -0.50 -1.88 -2.62
C: 0.45 -1.00 -3.05
H: 1.24 2.72 -5.53
H: -0.35 2.76 -4.79
H: 0.10 1.41 -5.85
H: 1.22 2.07 -3.10
H: 2.36 -0.01 -5.06
H: 2.96 0.29 -3.41
H: 3.09 1.53 -4.64
H: -1.48 1.83 -3.20
H: -3.19 0.24 -2.45
H: -3.05 -2.53 -1.00
H: -2.65 -3.44 -2.45
H: -3.87 -2.13 -2.49
H: -0.27 -2.93 -2.54
H: 1.44 -1.35 -3.29
C: -0.24 -0.49 6.68
Si: 0.57 0.20 4.76
C: 2.19 -0.63 4.48
C: 0.44 2.02 4.68
C: -0.84 -0.66 3.84
H: 0.64 0.06 7.06
H: -0.19 -1.57 6.71
H: -1.20 -0.01 6.82
H: 2.96 -0.27 5.17
H: 2.53 -0.35 3.47
H: 2.14 -1.71 4.56
H: 1.12 2.52 5.38
H: -0.57 2.39 4.88
H: 0.74 2.34 3.68
H: -1.80 -0.22 4.13
H: -0.86 -1.73 4.10

=====

[2]
DFT (ωB97M-V with the def2-TZVPD basis set) results for a molecular structure, C24H24AsRuS6Si.

As for the net charge: +1. The HOMO energy (alpha / beta) is -10.38 / -11.16 eV. The orbital gap (alpha / beta) is 0.2474 / 0.2052 Eh. Its multiplicity is 5.

Atoms and positions in Å:
Ru: 1.52 -0.88 0.82
S: 6.81 -0.80 3.71
C: 5.45 -1.25 2.93
S: 3.93 -1.53 3.75
C: 3.00 -1.97 2.33
C: 3.70 -1.99 1.11
S: 3.02 -2.51 -0.37
S: 5.38 -1.49 1.19
S: 1.41 -2.61 2.51
C: -1.68 -4.45 -3.24
C: -1.00 -4.72 -2.06
C: -0.59 -3.68 -1.25
C: -0.86 -2.35 -1.60
C: -1.52 -2.09 -2.80
C: -1.93 -3.14 -3.61
Si: -0.54 -0.96 -0.35
C: -1.36 0.65 -0.99
C: -0.77 1.52 -1.90
C: -1.49 2.56 -2.46
C: -2.82 2.75 -2.11
C: -3.42 1.90 -1.19
C: -2.69 0.86 -0.63
C: -1.41 -1.36 1.33
C: -2.37 -2.37 1.40
C: -3.04 -2.62 2.58
C: -2.72 -1.91 3.73
C: -1.74 -0.93 3.69
C: -1.11 -0.64 2.49
H: -2.02 -5.26 -3.86
H: -0.80 -5.73 -1.76
H: -0.06 -3.88 -0.33
H: -1.74 -1.08 -3.09
H: -2.45 -2.93 -4.53
H: 0.27 1.36 -2.20
H: -1.03 3.22 -3.18
H: -3.40 3.55 -2.55
H: -4.45 2.03 -0.92
H: -3.16 0.21 0.08
H: -2.60 -2.95 0.52
H: -3.82 -3.37 2.60
H: -3.23 -2.12 4.65
H: -1.47 -0.39 4.58
H: -0.37 0.17 2.44
C: 0.40 3.77 0.70
As: 2.10 3.25 -0.08
C: 3.56 4.15 0.84
C: 2.17 3.97 -1.89
S: 2.54 1.16 0.05
H: 0.26 4.85 0.62
H: 0.39 3.49 1.76
H: -0.40 3.26 0.17
H: 3.48 5.24 0.74
H: 4.51 3.82 0.41
H: 3.56 3.88 1.90
H: 2.00 5.04 -1.83
H: 1.42 3.51 -2.54
H: 3.16 3.79 -2.32

=====

[3]
DFT (ωB97M-V with the def2-TZVPD basis set) results for a molecular structure, C49H39CsN7PS.

The HOMO energy is -6.34 eV. The orbital gap is 0.2288 Eh. Its multiplicity is 1.

Atoms and positions in Å:
Cs: 0.27 -0.16 -0.10
C: -0.57 -6.28 0.76
N: 0.09 -4.99 0.96
C: -0.17 -3.81 0.32
N: 0.59 -2.84 0.81
C: 1.36 -3.41 1.79
C: 1.06 -4.74 1.90
C: 1.58 -5.77 2.83
C: 1.47 -5.57 4.21
C: 1.98 -6.51 5.09
C: 2.60 -7.66 4.61
C: 2.72 -7.86 3.24
C: 2.21 -6.91 2.36
C: 2.35 -2.63 2.57
C: 2.08 -1.33 2.97
C: 3.01 -0.61 3.73
C: 4.21 -1.20 4.09
C: 4.49 -2.50 3.69
C: 3.57 -3.21 2.93
P: -1.55 -3.80 -0.88
C: -2.82 -2.90 0.07
N: -2.70 -1.72 0.63
C: -3.86 -1.48 1.30
C: -4.72 -2.54 1.13
N: -4.04 -3.45 0.36
C: -4.58 -4.72 -0.11
C: -6.11 -2.74 1.58
C: -6.46 -3.83 2.37
C: -7.77 -4.00 2.80
C: -8.74 -3.06 2.47
C: -8.39 -1.96 1.69
C: -7.09 -1.80 1.25
C: -4.05 -0.21 2.03
C: -3.47 0.95 1.53
C: -3.62 2.16 2.19
C: -4.35 2.22 3.37
C: -4.92 1.06 3.89
C: -4.77 -0.15 3.22
C: -1.22 -2.70 -2.30
N: -0.87 -1.43 -2.37
C: -0.99 -1.05 -3.68
C: -1.41 -2.12 -4.43
N: -1.55 -3.17 -3.55
C: -1.91 -4.53 -3.93
C: -1.63 -2.24 -5.88
C: -2.86 -2.64 -6.40
C: -3.06 -2.73 -7.77
C: -2.02 -2.40 -8.64
C: -0.80 -1.99 -8.13
C: -0.61 -1.91 -6.76
C: -0.71 0.33 -4.14
C: 0.39 1.03 -3.65
C: 0.66 2.32 -4.09
C: -0.16 2.91 -5.04
C: -1.26 2.22 -5.53
C: -1.54 0.94 -5.08
H: -1.64 -6.15 0.68
H: -0.35 -6.90 1.62
H: -0.20 -6.78 -0.14
H: 0.99 -4.68 4.58
H: 1.90 -6.35 6.16
H: 3.00 -8.39 5.30
H: 3.21 -8.74 2.86
H: 2.33 -7.05 1.29
H: 1.15 -0.85 2.69
H: 2.79 0.41 4.02
H: 4.93 -0.64 4.67
H: 5.43 -2.96 3.95
H: 3.81 -4.21 2.60
H: -5.65 -4.61 -0.28
H: -4.42 -5.51 0.62
H: -4.09 -5.00 -1.04
H: -5.71 -4.55 2.65
H: -8.04 -4.85 3.41
H: -9.76 -3.18 2.81
H: -9.14 -1.22 1.44
H: -6.81 -0.94 0.65
H: -2.91 0.90 0.60
H: -3.16 3.05 1.79
H: -4.47 3.16 3.89
H: -5.48 1.10 4.81
H: -5.20 -1.05 3.64
H: -1.67 -4.67 -4.98
H: -2.97 -4.71 -3.78
H: -1.34 -5.24 -3.33
H: -3.68 -2.88 -5.72
H: -4.02 -3.04 -8.16
H: -2.17 -2.46 -9.71
H: 0.01 -1.72 -8.80
H: 0.35 -1.58 -6.36
H: 1.05 0.59 -2.92
H: 1.52 2.84 -3.69
H: 0.06 3.91 -5.40
H: -1.91 2.68 -6.26
H: -2.40 0.41 -5.46
S: 4.98 2.03 -1.45
C: 3.48 1.59 -0.93
N: 2.40 1.28 -0.58

=====

[4]
DFT (ωB97M-V with the def2-TZVPD basis set) results for a gas-phase ion, C3H9N4 (charge +1).

As for the net charge: +1. The HOMO energy is -13.05 eV. The orbital gap is 0.2707 Eh. Its multiplicity is 1.

Atoms and positions in Å:
C: 2.69 -0.48 0.19
N: 1.54 0.01 -0.02
N: 0.70 0.89 -0.15
C: -0.71 0.62 -0.44
C: -1.62 1.73 0.19
N: -1.12 -0.73 0.06
N: -0.07 -1.65 -0.27
H: 3.06 -0.52 1.23
H: 3.40 -1.10 -0.46
H: -0.74 0.64 -1.52
H: -2.19 1.95 -0.76
H: -0.89 2.52 0.53
H: -2.34 1.31 0.97
H: -1.38 -0.69 1.06
H: 0.00 -2.33 0.41
H: -0.33 -2.18 -1.02

=====

[5]
DFT (ωB97M-V with the def2-TZVPD basis set) results for a molecular structure, C46H57N3PS2TeZr.

As for the net charge: +1. The HOMO energy is -9.79 eV. The orbital gap is 0.2532 Eh. Its multiplicity is 1.

Atoms and positions in Å:
Zr: -0.36 -0.23 1.15
C: -2.08 -1.80 3.63
N: -0.68 -1.41 3.38
C: 0.17 -2.59 3.08
C: -0.40 -3.46 1.97
N: -0.64 -2.68 0.73
C: 0.39 -2.99 -0.27
C: -1.96 -3.06 0.19
C: -2.21 -4.38 -0.18
C: -3.45 -4.78 -0.62
C: -4.48 -3.85 -0.70
C: -4.26 -2.55 -0.31
C: -3.01 -2.13 0.16
S: -2.86 -0.47 0.71
C: -0.11 -0.80 4.58
C: -0.36 -1.30 5.85
C: 0.23 -0.74 6.97
C: 1.11 0.32 6.83
C: 1.38 0.83 5.58
C: 0.79 0.26 4.44
S: 1.18 0.90 2.87
H: -2.15 -2.66 4.30
H: -2.59 -2.04 2.70
H: -2.60 -0.96 4.10
H: 0.27 -3.21 3.98
H: 1.17 -2.21 2.81
H: -1.33 -3.92 2.30
H: 0.30 -4.28 1.78
H: 0.34 -4.03 -0.62
H: 1.38 -2.84 0.17
H: 0.26 -2.33 -1.14
H: -1.42 -5.11 -0.11
H: -3.62 -5.81 -0.89
H: -5.46 -4.15 -1.04
H: -5.05 -1.81 -0.33
H: -1.04 -2.13 5.99
H: 0.02 -1.14 7.95
H: 1.58 0.76 7.70
H: 2.05 1.66 5.44
C: 4.09 -0.14 2.34
C: 3.85 -0.69 0.94
C: 3.96 -2.22 0.96
P: 2.23 -0.22 0.10
C: 2.68 -0.56 -1.72
C: 4.15 -0.47 -2.12
C: 1.86 0.40 -2.58
C: 2.22 1.61 0.13
C: 3.40 2.34 0.03
C: 3.41 3.73 0.07
C: 4.69 4.50 -0.08
C: 2.20 4.38 0.27
C: 1.02 3.69 0.39
C: 0.98 2.29 0.26
N: -0.22 1.60 0.29
C: -1.42 2.36 0.22
C: -2.28 2.45 1.34
C: -1.89 1.92 2.70
C: -3.48 3.14 1.23
C: -3.87 3.75 0.05
C: -5.17 4.48 -0.06
C: -2.99 3.72 -1.02
C: -1.77 3.06 -0.95
C: -0.82 3.21 -2.10
H: 5.12 -0.38 2.63
H: 3.43 -0.59 3.07
H: 3.97 0.94 2.38
H: 4.63 -0.30 0.29
H: 3.25 -2.65 1.66
H: 4.95 -2.51 1.28
H: 3.79 -2.65 -0.03
H: 2.34 -1.59 -1.93
H: 4.55 0.51 -1.90
H: 4.22 -0.62 -3.20
H: 4.76 -1.23 -1.64
H: 2.32 1.39 -2.57
H: 0.84 0.48 -2.18
H: 1.81 0.06 -3.61
H: 4.34 1.82 -0.06
H: 5.49 3.87 -0.46
H: 5.00 4.91 0.88
H: 4.55 5.34 -0.77
H: 2.19 5.46 0.35
H: 0.10 4.21 0.58
H: -1.08 2.53 3.12
H: -1.55 0.87 2.65
H: -2.75 1.98 3.36
H: -4.11 3.22 2.10
H: -5.85 4.18 0.74
H: -5.64 4.27 -1.01
H: -5.01 5.55 0.02
H: -3.25 4.23 -1.93
H: -1.37 3.18 -3.05
H: -0.05 2.45 -2.09
H: -0.33 4.18 -2.05
C: -1.48 -2.21 -3.63
Te: -1.80 -0.47 -2.33
C: -1.42 0.63 -4.18
C: -1.13 -0.35 -5.26
C: -0.82 0.12 -6.53
C: -0.53 -0.77 -7.55
C: -0.55 -2.13 -7.30
C: -0.86 -2.60 -6.04
C: -1.15 -1.71 -5.01
H: -2.40 -2.80 -3.66
H: -0.68 -2.85 -3.25
H: -0.59 1.32 -4.08
H: -2.31 1.20 -4.42
H: -0.80 1.18 -6.71
H: -0.28 -0.40 -8.53
H: -0.31 -2.83 -8.09
H: -0.88 -3.67 -5.85

=====

[6]
DFT (ωB97M-V with the def2-TZVPD basis set) results for a molecular structure, C23H37FN3O7PPb.

As for the net charge: +4. The HOMO energy is -18.38 eV. The orbital gap is 0.2342 Eh. Its multiplicity is 1.

Atoms and positions in Å:
Pb: -1.57 -1.34 -4.15
C: -3.24 2.41 2.53
C: -1.74 2.51 2.26
N: -1.35 1.59 1.18
C: -1.11 2.08 -0.02
C: -0.92 1.29 -1.15
C: -0.41 1.96 -2.35
O: -0.37 3.11 -2.59
O: 0.20 1.04 -3.27
C: -1.18 -0.10 -1.07
O: -1.30 -0.84 -2.13
C: -1.29 -0.63 0.25
C: -1.34 -2.02 0.49
C: -1.33 -2.53 1.75
F: -1.31 -3.87 1.85
C: -1.27 -1.71 2.92
C: -1.30 -0.33 2.67
C: -1.32 0.22 1.39
N: -1.16 -2.21 4.18
C: -1.39 -3.60 4.54
C: -2.10 -3.70 5.89
N: -1.32 -3.02 6.95
C: -1.09 -1.60 6.58
C: -0.39 -1.54 5.22
H: -3.50 3.12 3.31
H: -3.53 1.42 2.85
H: -3.81 2.67 1.65
H: -1.16 2.29 3.15
H: -1.49 3.52 1.94
H: -1.04 3.16 -0.13
H: -1.31 -2.71 -0.35
H: -1.32 0.33 3.51
H: -0.44 -4.15 4.56
H: -2.04 -4.08 3.81
H: -2.24 -4.75 6.14
H: -3.08 -3.22 5.83
H: -0.41 -3.50 7.08
H: -1.82 -3.08 7.85
H: -0.47 -1.11 7.33
H: -2.06 -1.09 6.54
H: 0.58 -2.03 5.31
H: -0.20 -0.50 4.97
C: -5.07 -1.30 -4.24
O: -3.90 -0.44 -4.20
H: -5.30 -1.61 -5.26
H: -5.92 -0.75 -3.83
H: -4.87 -2.17 -3.62
H: -4.11 0.34 -4.73
C: 4.36 2.65 -5.24
C: 2.88 2.87 -5.05
O: 2.26 1.58 -4.71
P: 1.79 1.01 -3.37
O: 1.99 -0.52 -3.39
C: 3.11 -1.24 -4.01
C: 4.11 -1.69 -2.97
O: 2.19 1.74 -2.06
C: 3.47 1.95 -1.37
C: 3.89 3.41 -1.40
H: 4.82 3.57 -5.61
H: 4.53 1.88 -5.99
H: 4.85 2.36 -4.32
H: 2.40 3.17 -5.98
H: 2.65 3.59 -4.27
H: 3.56 -0.60 -4.76
H: 2.65 -2.10 -4.50
H: 4.56 -0.84 -2.46
H: 4.90 -2.25 -3.45
H: 3.64 -2.33 -2.23
H: 4.24 1.30 -1.80
H: 3.27 1.64 -0.35
H: 4.19 3.74 -2.39
H: 4.73 3.53 -0.73
H: 3.08 4.05 -1.05

=====

The calculation returns the following E values, one per record and in order: -28600.5573; -161580.2306; -82551.3492; -9205.5725; -92628.6474; -60473.9462 eV.